DFT (ωB97M-V/def2-TZVPD) results for a molecular structure, C4H9N2O2.

Values from the calculation:
* strongest force on any atom: 5.64 eV/A
* DFT total energy: -417.447086 hartree
* energy above the lowest of the compared OMol25 structures with the same formula, charge and spin: 352.5 kJ/mol
* gap between HOMO and LUMO: 9.4 eV
* E_HOMO: -14.080 eV

Structure (ORCA input):
```
! RIJCOSX wB97M-V def2-TZVPD def2/J DEFGRID3
* xyz 1 1
O -0.490 -1.390 0.684
O 1.334 0.996 1.442
N -0.718 1.475 0.510
N 1.727 -0.948 -0.327
C 0.544 0.937 0.513
C -1.737 0.637 -0.021
C -1.612 -0.796 0.296
C 1.044 0.322 -0.799
H -1.463 -0.314 -0.825
H 0.309 0.043 -1.506
H 2.473 -0.727 0.367
H 1.801 0.987 -1.285
H -0.979 1.960 1.452
H -2.546 -1.335 0.530
H 0.902 -1.415 0.231
H -2.713 1.162 -0.222
H 2.123 -1.594 -1.040
*
```